Density functional theory data (ωB97M-V/def2-TZVPD) for a cluster of 6 separate species, C26H68N6O10 in total at a distorted geometry.

Computed properties:
Charge ... 0
2S+1 ... 1
HOMO ... -8.495 eV
Structure (SMILES) ... COCCNCCOC.COCCNCCOC.COCCNCCOC.COCCNCCOC.NC(N)=O.CO
Relative energy (zero: lowest compared OMol25 entry of this formula, charge and spin) ... 83.5 kJ/mol
E_tot ... -57472.0481 eV

Each line ends with the Löwdin charge.
Cartesian coordinates (Å):
1 C -10.99 -6.89 1.29  -0.08
2 O -9.70 -7.04 1.92  -0.23
3 C -9.67 -7.43 3.28  -0.21
4 C -8.13 -7.31 3.77  -0.17
5 N -7.72 -5.90 3.95  -0.06
6 C -6.45 -5.84 4.63  -0.26
7 C -5.22 -5.96 3.82  -0.25
8 O -4.04 -6.14 4.58  -0.16
9 C -3.79 -5.02 5.47  -0.11
10 H -10.79 -6.46 0.31  0.08
11 H -11.50 -6.14 1.90  0.08
12 H -11.46 -7.87 1.22  0.08
13 H -9.97 -8.47 3.36  0.11
14 H -10.29 -6.85 3.95  0.11
15 H -7.53 -7.80 3.00  0.10
16 H -7.96 -7.86 4.69  0.11
17 H -7.79 -5.33 3.12  0.11
18 H -6.35 -6.45 5.53  0.13
19 H -6.47 -4.82 5.02  0.11
20 H -5.11 -5.11 3.14  0.12
21 H -5.33 -6.82 3.16  0.12
22 H -4.08 -5.12 6.52  0.08
23 H -4.17 -4.05 5.17  0.09
24 H -2.72 -4.93 5.60  0.08
25 C 4.48 10.96 -6.47  -0.13
26 O 4.04 9.97 -5.58  -0.18
27 C 3.72 8.81 -6.30  -0.24
28 C 3.22 7.74 -5.32  -0.22
29 N 2.11 8.21 -4.48  -0.05
30 C 1.50 7.07 -3.74  -0.17
31 C 2.26 6.83 -2.36  -0.17
32 O 3.47 6.11 -2.67  -0.22
33 C 4.44 6.11 -1.65  -0.12
34 H 3.75 11.36 -7.17  0.09
35 H 5.40 10.59 -6.92  0.09
36 H 4.73 11.79 -5.81  0.09
37 H 4.57 8.31 -6.76  0.12
38 H 2.91 8.98 -7.01  0.12
39 H 4.03 7.33 -4.72  0.11
40 H 2.96 6.89 -5.96  0.12
41 H 2.45 8.81 -3.75  0.09
42 H 1.23 6.26 -4.42  0.11
43 H 0.50 7.38 -3.43  0.09
44 H 1.73 6.10 -1.75  0.11
45 H 2.49 7.76 -1.85  0.12
46 H 4.76 7.11 -1.34  0.08
47 H 5.33 5.59 -2.00  0.09
48 H 4.10 5.66 -0.72  0.08
49 C -5.24 1.44 7.42  -0.08
50 O -3.97 2.11 7.14  -0.19
51 C -3.41 1.86 5.87  -0.26
52 C -2.04 2.52 5.66  -0.19
53 N -1.03 1.63 6.27  -0.06
54 C 0.30 2.14 6.17  -0.23
55 C 1.29 1.01 6.36  -0.21
56 O 1.48 0.83 7.79  -0.18
57 C 2.44 -0.16 8.06  -0.13
58 H -5.64 1.69 8.40  0.08
59 H -5.09 0.36 7.42  0.07
60 H -6.03 1.51 6.68  0.08
61 H -4.02 2.35 5.11  0.11
62 H -3.47 0.79 5.64  0.12
63 H -2.18 3.51 6.10  0.12
64 H -1.92 2.76 4.60  0.12
65 H -1.36 1.50 7.22  0.12
66 H 0.41 2.81 7.03  0.12
67 H 0.40 2.81 5.33  0.12
68 H 2.22 1.28 5.86  0.11
69 H 0.93 0.09 5.90  0.12
70 H 3.33 0.06 7.46  0.08
71 H 2.14 -1.20 7.90  0.08
72 H 2.79 -0.15 9.09  0.08
73 C 5.77 -2.06 -1.43  -0.09
74 O 6.09 -2.51 -2.75  -0.20
75 C 6.60 -1.53 -3.60  -0.25
76 C 5.74 -0.30 -3.95  -0.20
77 N 4.73 -0.74 -4.92  -0.06
78 C 3.71 0.29 -5.15  -0.21
79 C 2.77 -0.24 -6.15  -0.24
80 O 3.29 -0.21 -7.49  -0.19
81 C 2.31 -0.48 -8.49  -0.11
82 H 4.77 -1.63 -1.38  0.08
83 H 6.56 -1.41 -1.06  0.09
84 H 5.77 -2.92 -0.77  0.08
85 H 6.97 -1.97 -4.52  0.13
86 H 7.48 -1.19 -3.05  0.11
87 H 6.40 0.37 -4.49  0.12
88 H 5.23 0.08 -3.06  0.11
89 H 4.32 -1.60 -4.57  0.11
90 H 4.06 1.28 -5.46  0.13
91 H 3.11 0.45 -4.25  0.12
92 H 1.85 0.34 -6.23  0.11
93 H 2.34 -1.22 -5.92  0.12
94 H 2.09 -1.54 -8.49  0.08
95 H 2.67 -0.19 -9.48  0.08
96 H 1.38 0.06 -8.32  0.08
97 C 2.31 -5.91 -3.84  -0.78
98 O 2.13 -5.49 -2.72  0.03
99 N 3.51 -5.97 -4.48  0.15
100 N 1.36 -6.33 -4.59  0.16
101 H 3.63 -6.50 -5.33  0.10
102 H 4.31 -5.68 -3.94  0.11
103 H 1.59 -6.68 -5.52  0.11
104 H 0.47 -6.46 -4.14  0.13
105 C -0.15 -0.73 0.75  -0.16
106 O -0.22 -1.21 -0.60  -0.12
107 H 0.02 0.34 0.84  0.07
108 H -1.11 -0.95 1.22  0.07
109 H 0.61 -1.22 1.36  0.07
110 H 0.28 -2.02 -0.67  0.07

=====

Density functional theory data (ωB97M-V/def2-TZVPD) for a cluster of 7 separate species, C26H69ClN5O13 in total at a distorted geometry.

Computed properties:
Charge ... -1
2S+1 ... 1
HOMO ... -6.741 eV
Relative energy (zero: lowest compared OMol25 entry of this formula, charge and spin) ... 0.0 kJ/mol
E_tot ... -74662.2470 eV

Each line ends with the Löwdin charge.
Cartesian coordinates (Å):
1 Cl -0.91 -0.83 0.72  0.62
2 O 0.02 -0.48 1.75  -0.35
3 O -1.93 0.21 0.66  -0.36
4 O -0.25 -0.89 -0.56  -0.36
5 O -1.50 -2.11 0.99  -0.37
6 C 1.93 4.95 4.99  -0.12
7 O 2.17 3.79 4.22  -0.20
8 C 1.33 3.70 3.09  -0.23
9 C 1.55 2.35 2.43  -0.21
10 N 2.77 2.35 1.62  -0.04
11 C 2.98 1.04 0.98  -0.20
12 C 4.36 1.11 0.33  -0.23
13 O 5.32 1.38 1.31  -0.19
14 C 6.64 1.31 0.85  -0.11
15 H 2.77 5.08 5.68  0.08
16 H 1.01 4.82 5.58  0.09
17 H 1.84 5.81 4.32  0.08
18 H 1.60 4.46 2.34  0.12
19 H 0.29 3.85 3.41  0.12
20 H 0.70 2.04 1.82  0.11
21 H 1.62 1.64 3.27  0.12
22 H 3.55 2.48 2.27  0.10
23 H 2.26 0.97 0.16  0.09
24 H 2.84 0.22 1.68  0.12
25 H 4.34 1.88 -0.46  0.11
26 H 4.58 0.16 -0.18  0.11
27 H 7.32 1.77 1.56  0.08
28 H 6.71 1.80 -0.13  0.09
29 H 6.97 0.27 0.74  0.09
30 C 3.24 5.99 -2.92  -0.13
31 O 2.50 4.82 -3.14  -0.19
32 C 2.86 3.77 -2.26  -0.23
33 C 1.75 2.74 -2.26  -0.20
34 N 1.39 2.34 -3.63  -0.04
35 C 0.15 1.55 -3.64  -0.21
36 C -1.15 2.35 -3.62  -0.23
37 O -1.23 3.32 -4.64  -0.20
38 C -1.34 2.77 -5.96  -0.08
39 H 3.05 6.68 -3.74  0.08
40 H 4.32 5.80 -2.98  0.09
41 H 2.99 6.50 -1.99  0.09
42 H 3.01 4.07 -1.22  0.12
43 H 3.77 3.31 -2.67  0.12
44 H 0.90 3.12 -1.68  0.12
45 H 2.04 1.85 -1.68  0.09
46 H 1.20 3.24 -4.06  0.10
47 H 0.12 0.80 -2.84  0.11
48 H 0.21 0.98 -4.58  0.09
49 H -1.23 2.93 -2.69  0.12
50 H -2.01 1.68 -3.62  0.11
51 H -1.96 1.88 -5.91  0.09
52 H -0.33 2.63 -6.35  0.08
53 H -1.82 3.55 -6.56  0.08
54 C 0.04 -4.77 2.61  -0.22
55 C 1.26 -4.00 2.05  -0.23
56 O 2.27 -4.87 1.56  -0.07
57 O -0.94 -4.96 1.59  -0.09
58 H -0.47 -4.10 3.33  0.10
59 H 0.30 -5.68 3.14  0.11
60 H 1.63 -3.38 2.88  0.12
61 H 0.95 -3.35 1.24  0.10
62 H 3.01 -4.91 2.17  0.08
63 H -1.01 -4.09 1.18  0.03
64 C 4.76 -0.48 -4.31  -0.07
65 C 3.42 -1.18 -4.37  -0.44
66 C 2.78 -1.30 -3.00  -0.21
67 O 3.50 -2.22 -2.21  -0.17
68 C 2.97 -2.34 -0.91  -0.11
69 N 2.54 -0.51 -5.33  0.04
70 H 5.19 -0.20 -5.29  0.07
71 H 5.58 -1.11 -3.94  0.07
72 H 4.70 0.45 -3.74  0.07
73 H 3.63 -2.20 -4.71  0.14
74 H 1.77 -1.73 -3.07  0.13
75 H 2.65 -0.31 -2.54  0.12
76 H 3.43 -3.17 -0.37  0.08
77 H 1.89 -2.51 -0.98  0.08
78 H 3.19 -1.49 -0.25  0.07
79 H 1.71 -1.10 -5.38  0.06
80 H 2.30 0.40 -4.95  0.04
81 C -6.07 -2.58 6.08  -0.08
82 C -6.05 -1.38 5.14  -0.42
83 C -4.82 -1.45 4.24  -0.23
84 O -3.67 -1.40 5.06  -0.18
85 C -2.51 -1.53 4.27  -0.11
86 N -7.27 -1.48 4.29  0.03
87 H -5.15 -2.65 6.67  0.07
88 H -6.11 -3.53 5.55  0.08
89 H -6.86 -2.48 6.82  0.07
90 H -6.08 -0.46 5.72  0.13
91 H -4.78 -0.68 3.46  0.13
92 H -4.85 -2.40 3.69  0.12
93 H -2.27 -0.58 3.77  0.09
94 H -2.54 -2.30 3.49  0.07
95 H -1.65 -1.77 4.90  0.09
96 H -7.97 -0.83 4.63  0.06
97 H -7.05 -1.12 3.36  0.06
98 C -5.41 -3.92 -1.09  -0.06
99 C -4.48 -2.82 -0.60  -0.43
100 C -4.71 -1.50 -1.31  -0.20
101 O -4.18 -1.54 -2.63  -0.17
102 C -2.81 -1.21 -2.53  -0.12
103 N -4.72 -2.58 0.85  0.04
104 H -5.27 -4.78 -0.43  0.07
105 H -5.28 -4.16 -2.14  0.08
106 H -6.44 -3.58 -0.92  0.08
107 H -3.44 -3.17 -0.62  0.12
108 H -4.23 -0.69 -0.76  0.11
109 H -5.78 -1.30 -1.35  0.12
110 H -2.70 -0.14 -2.28  0.08
111 H -2.25 -1.36 -3.45  0.09
112 H -2.35 -1.75 -1.70  0.06
113 H -3.91 -2.10 1.23  0.04
114 H -4.73 -3.47 1.34  0.06